[1]
The following is a DFT calculation (the ωB97M-V functional and the def2-TZVPD basis) of C22H44N3OP2Pb as an isolated structure.

The value obtained for the energy is -1978.6653 hartree. The HOMO-LUMO gap (spin up / spin down) comes out at 4.730 / 7.197 eV. Its LUMO energy (spin up / spin down) is -0.453 / -0.363 Ha. Its molecular weight is 635.76 g mol⁻¹. The value obtained for the energy above the lowest of the compared OMol25 structures with the same formula, charge and spin is 0.0000 eV. As for the spin multiplicity: 1. The highest occupied orbital energy (spin up / spin down) is -17.1 / -17.1 eV. Its charge is +3.

Positions of all 73 atoms, in Å:
H 3.35182 0.21194 0.53418
C -3.18046 0.12760 -0.19298
C 0.67411 -1.36182 -2.78244
C 0.91502 4.60113 -0.99791
C -2.77475 -0.94767 -1.19878
H -2.97460 -1.66739 4.31346
H -1.42039 -1.50367 -3.34435
H 4.79525 -0.43612 -0.26975
H 3.81604 -4.15402 0.03892
N 1.15791 5.89539 -1.26726
C -0.28334 2.52702 -1.36510
C -3.18557 -1.58029 2.13303
H -5.03185 -0.32846 2.02079
H 2.42295 4.43655 0.57996
H -0.67079 4.32443 -2.47160
H -3.16383 -1.94365 -0.89065
H -0.90056 2.31461 2.40834
C -1.93607 2.56397 2.12351
C -4.70070 -1.34141 2.29500
C 3.12631 -0.09676 -1.65653
C 1.37091 2.59710 0.28248
H 4.73213 0.33709 -3.01401
C 1.97323 -0.22917 3.35996
H -3.91100 0.50759 4.11364
H 2.04949 -4.13996 -2.99270
H -3.23113 2.11385 4.37909
H -3.23021 -0.71896 -2.20649
C 4.03104 -0.48771 -2.82477
C 2.46526 -3.00514 -1.17703
H 1.85831 6.42449 -0.77630
H 4.63281 -1.37690 -2.59924
N 0.41994 1.90344 -0.39117
P -2.33082 -0.10153 1.44529
C 3.57200 -3.09462 -0.11783
Pb 0.44737 -0.15855 0.99538
H -0.79455 -3.21264 -0.37646
H 0.71454 -2.39310 -3.18432
H -1.93734 2.88043 1.07208
H 0.63300 6.39817 -1.99418
H 3.47171 -0.65297 -3.75265
C -2.50895 -2.09862 3.41793
H -4.26601 0.18163 -0.06721
H -2.15025 0.71078 4.33679
H -5.01272 -1.52160 3.33257
H -3.87923 1.62722 1.95787
H -0.85651 0.14221 -2.90695
C -3.05197 1.14832 3.88960
H 4.33347 1.26494 -0.48852
H -2.24450 3.42423 2.73442
H 3.28635 -2.88751 -3.24800
H 3.25709 -2.68624 0.85190
H 1.12815 -0.70298 -3.53609
H 3.68733 -4.35898 -2.35110
H -2.80750 1.09130 -0.58107
N -1.30167 -0.82366 -1.27197
H 4.48480 -2.58625 -0.45586
C 1.65324 3.93345 0.00931
C -0.07493 3.86022 -1.68852
H -3.01994 -2.34622 1.35517
H -1.42805 -1.89290 3.44246
H 1.91713 2.07046 1.07076
C -0.79251 -0.93031 -2.61000
H -0.83847 -2.40602 -0.43021
H -5.26058 -2.04619 1.66468
H 1.60563 -3.58888 -0.80261
C -2.89243 1.38871 2.38812
O 2.58164 -0.05464 4.30671
C 3.94015 0.24211 -0.39618
H -2.63239 -3.18992 3.46755
P 1.74277 -1.30701 -1.27604
C 2.89603 -3.61764 -2.52668
H -1.02930 1.92165 -1.89002
H 2.56094 0.80606 -1.94944


[2]
The following is a DFT calculation (the ωB97M-V functional and the def2-TZVPD basis) of an isolated ion of composition C6H11N2 and charge +1.

The value obtained for the energy is -344.3179 hartree. The HOMO-LUMO gap (spin up / spin down) comes out at 8.520 / 5.844 eV. Its LUMO energy (spin up / spin down) is -0.098 / -0.280 Ha. Its molecular weight is 111.17 g mol⁻¹. The value obtained for the energy above the lowest of the compared OMol25 structures with the same formula, charge and spin is 0.7901 eV. As for the spin multiplicity: 3. The highest occupied orbital energy (spin up / spin down) is -11.2 / -13.5 eV. Its charge is +1.

Positions of all 19 atoms, in Å:
C 1.36150 1.51293 -0.09155
H -1.39898 1.59934 -1.10983
H 2.18588 -1.43068 0.69582
H 2.39548 -0.98085 -0.86839
H -1.36809 2.18365 0.45026
N -2.30159 0.36988 0.29752
H -0.05639 -2.38530 0.72438
C 1.97608 -0.67223 0.03206
C 2.47851 0.72420 0.05915
C 0.14994 0.73450 -0.05000
H -2.58893 0.50331 1.29264
H -1.30917 -1.45974 -0.12800
H 0.01924 -2.24329 -1.12763
C -1.22818 1.32621 -0.11062
H 1.37815 2.62342 -0.35401
C -0.28856 -1.72741 -0.09276
H -3.03843 0.28102 -0.28193
N 0.52472 -0.54158 0.02115
H 3.45668 1.08552 0.31281


[3]
The following is a DFT calculation (the ωB97M-V functional and the def2-TZVPD basis) of C16H26N3SbW as an isolated structure.

The value obtained for the energy is -1095.1092 hartree. The HOMO-LUMO gap (spin up / spin down) comes out at 7.033 / 6.892 eV. Its LUMO energy (spin up / spin down) is -0.575 / -0.585 Ha. Its molecular weight is 566.01 g mol⁻¹. As for the spin multiplicity: 3. The highest occupied orbital energy (spin up / spin down) is -22.7 / -22.8 eV. Its charge is +4.

Positions of all 47 atoms, in Å:
H -3.83641 -13.84628 -12.11614
C -8.09431 -11.60649 -12.12463
C -1.78251 -10.26313 -9.05334
C -4.59361 -12.35993 -10.70503
C -6.67585 -10.87775 -7.95366
C -5.51541 -11.20806 -8.75391
H -8.65848 -11.68937 -11.16695
H -7.36199 -12.35201 -12.31436
H -5.60218 -14.07603 -11.58590
C -3.11934 -10.92403 -9.28553
H -6.58052 -12.49606 -10.17531
C -4.28659 -10.51938 -8.57129
C -4.51311 -6.57752 -10.22261
H -7.64942 -7.37049 -10.79745
C -3.32606 -8.33158 -11.28492
H -8.44620 -8.52497 -9.81818
H -5.46958 -6.16341 -9.73261
H -7.94988 -9.01532 -14.35576
C -3.24912 -5.85275 -10.23833
H -9.10727 -7.89692 -11.46619
H -1.09696 -10.26849 -9.94353
N -2.07126 -6.42156 -10.51073
H -2.37076 -4.10666 -9.86470
C -3.34046 -11.74108 -10.45057
N -4.50563 -7.74017 -10.72339
C -2.10570 -7.61233 -11.00957
W -4.65490 -9.81928 -10.65287
H -1.91365 -9.27784 -8.58672
H -6.81156 -11.64693 -7.21065
H -4.25699 -9.74556 -7.79035
H -1.07882 -7.91828 -11.41010
H -5.06138 -12.87351 -12.74204
N -3.26224 -4.60417 -9.90208
H -1.21966 -10.84029 -8.27970
H -6.95978 -7.77778 -13.76327
H -7.57387 -10.91260 -8.54962
C -4.76670 -13.38640 -11.78637
C -5.65626 -12.06969 -9.85308
H -8.85258 -11.57843 -12.91380
C -6.99512 -8.82087 -13.88190
H -6.20368 -9.22727 -14.57361
H -4.11638 -4.12966 -9.67917
C -8.28690 -8.20881 -10.84973
H -2.52836 -11.95546 -11.13205
Sb -7.23712 -9.67790 -11.98453
H -6.58545 -9.88465 -7.49846
H -3.34318 -8.48212 -12.39917


[4]
The following is a DFT calculation (the ωB97M-V functional and the def2-TZVPD basis) of an isolated ion of composition C22H29 and charge +1.

The value obtained for the energy is -855.4381 hartree. The HOMO-LUMO gap comes out at 5.992 eV. Its LUMO energy is -0.197 Ha. Its molecular weight is 293.47 g mol⁻¹. The value obtained for the energy above the lowest of the compared OMol25 structures with the same formula, charge and spin is 0.0000 eV. As for the spin multiplicity: 1. The highest occupied orbital energy is -11.3 eV. Its charge is +1.

Positions of all 51 atoms, in Å:
C 2.11589 -0.61362 2.06797
H -4.41847 -0.56898 4.83985
C -3.29821 4.74858 3.75975
C -0.23025 -1.29991 2.19156
H -1.92865 -2.34308 1.38442
H -2.74279 3.81240 6.92995
C -0.65665 0.08024 2.26545
H 0.91390 3.14004 2.14099
C 0.01270 2.52808 2.19273
C 3.56161 -0.98809 1.97842
C -3.46310 2.50236 5.38880
H -0.60459 2.77957 1.31949
H 2.45557 1.52927 2.03585
H -1.36533 6.43830 5.03272
H -4.95903 1.38465 2.57067
H -0.53842 2.83563 3.09216
C -4.44269 3.62664 1.89013
H 4.20403 -0.10205 1.95383
C -4.28101 1.02057 3.34984
C 0.38342 1.07725 2.19292
H -0.64780 -3.37654 2.02978
C -2.85597 4.85632 5.07723
H -4.01055 2.92208 1.17256
H 1.44183 -2.64829 2.03478
C 1.71420 0.73060 2.09914
H -3.71964 -0.14704 1.62064
H -1.74314 -2.54056 3.13062
H -3.24719 0.50403 6.17220
H 3.77625 -1.58181 1.07942
H -4.30618 4.63251 1.47963
H -5.52694 3.45022 1.93712
H -3.26959 1.78039 7.37372
H -1.99594 1.70155 2.35970
C -3.78669 3.55403 3.24218
C 1.12089 -1.59798 2.09940
C -2.26283 6.13581 5.59128
C -3.29070 0.10352 2.62426
H -5.77925 0.59167 4.87040
H 3.86671 -1.60180 2.83585
C -2.99639 3.72515 5.87815
H -3.31070 -0.90970 3.07810
H -3.28030 5.63682 3.12288
C -1.19370 -2.43906 2.18923
C -3.76633 2.35694 4.01907
C -5.07410 0.05979 4.22191
C -3.70382 1.45822 6.42582
C -1.94033 0.62290 2.41306
H -1.98009 6.04537 6.64378
H -5.63803 -0.62645 3.57863
H -2.96690 6.97535 5.51489
H -4.76923 1.29782 6.61969